Record 1
Molecular formula: ClH36Na2O18
Method: DFT, ωB97M-V/def2-TZVPD

Calculated values
* highest occupied orbital energy: -0.4432 Ha
* M: 405.70 g/mol
* LUMO level: -4.046 eV

The geometry in ORCA input format:
```
! RIJCOSX wB97M-V def2-TZVPD def2/J DEFGRID3
* xyz 1 1
H -9.58143 -5.83579 17.03709
H -11.93555 -11.42622 21.01884
H -11.41594 -12.03782 18.09327
O -14.33728 -10.80036 13.44503
H -8.33243 -13.80430 14.82467
O -14.27898 -11.25739 17.48022
H -13.75802 -10.04221 13.52179
Cl -12.15468 -8.54759 13.74370
H -14.36878 -5.82323 14.85023
H -15.39488 -7.61278 16.39477
O -12.55048 -10.70033 20.91313
H -11.02475 -10.87227 12.97394
H -16.39634 -6.74909 17.13167
H -11.09422 -8.93619 10.00742
O -8.99387 -5.34412 16.46327
H -10.25486 -5.92205 12.44286
O -14.53019 -6.76569 14.80602
O -9.96440 -7.98468 17.99446
O -15.67797 -7.36523 17.27501
O -11.51525 -9.59893 10.55491
H -10.04800 -11.38984 18.06564
H -11.54617 -9.20549 11.42697
H -6.69893 -10.00364 17.80292
H -12.04523 -11.90561 16.11238
H -6.47992 -8.78178 13.69735
O -7.19623 -9.35702 13.42860
O -8.72974 -10.32841 15.31414
Na -11.06243 -13.84978 13.70291
O -6.79237 -9.05866 17.68252
H -13.34761 -9.43374 17.59371
H -12.97242 -11.72876 14.92877
H -8.24062 -10.11434 14.51968
O -12.58588 -8.87767 17.75736
H -14.61006 -11.42773 18.36204
O -11.15846 -5.71014 12.67700
H -9.73692 -7.78197 18.90187
H -12.32707 -10.31821 20.06442
O -7.94171 -6.92194 14.40725
H -9.05960 -14.02137 16.13463
H -11.45666 -6.46245 13.18821
O -9.18154 -13.68004 15.24871
H -12.95228 -8.06585 18.10799
H -13.71000 -7.13451 14.47817
H -8.12895 -6.58008 13.53301
H -7.81218 -7.86108 14.27502
Na -10.88471 -9.53190 16.05685
H -10.85304 -11.23616 11.51449
H -14.79763 -11.82940 16.91450
H -14.74810 -10.70251 12.58603
H -10.92090 -8.02102 17.98921
O -10.70030 -11.56615 12.39993
O -10.92952 -11.31292 17.70064
O -12.04592 -11.74556 15.16865
H -8.62696 -11.27508 15.41149
H -8.66240 -5.99501 15.84463
H -7.73796 -8.91029 17.67281
H -6.94475 -9.66227 12.55693
*
```

Results of the Löwdin charge analysis, in e, for atoms 1 through 4: number 1, H, carries -0.007; number 2, H, carries 0.030; number 3, H, carries 0.065; number 4, O, carries -0.084

=====

Record 2
Molecular formula: ClH38O19
Method: DFT, ωB97M-V/def2-TZVPD

Calculated values
* highest occupied orbital energy: -0.2665 Ha
* M: 377.74 g/mol
* LUMO level: 1.838 eV

The geometry in ORCA input format:
```
! RIJCOSX wB97M-V def2-TZVPD def2/J DEFGRID3
* xyz -1 1
H -2.33939 0.22033 -4.43087
O 0.87833 -1.82991 -3.42750
O 1.03098 1.15440 -2.70627
H -3.98036 3.09326 -2.33841
H 3.83559 3.02620 3.32916
H 0.13927 4.51067 1.69727
O -3.02347 3.10886 -2.31960
H 2.88901 -1.03227 4.64027
O -0.02345 4.53313 -2.13385
H 2.90086 1.78830 -1.67936
O 2.82669 -1.20837 3.70147
H 2.32978 -0.82429 -0.45978
H -0.38634 -1.82323 2.80273
H -2.77136 3.41883 -3.18941
O -3.48953 -1.34646 0.92156
H -1.62406 -4.52418 1.46524
O 0.23657 -3.82626 -1.07547
H -1.41488 -1.77671 -1.83723
H 2.23105 -0.53625 3.37025
O -2.12442 -3.72838 1.28479
H 0.01532 -3.99229 -0.15911
H -3.18574 -2.25414 0.93034
H 0.54744 0.83275 -1.94538
H 0.36571 1.25983 -3.38637
O -3.91133 1.08265 2.97819
H 2.91232 -2.19194 -0.17332
H 2.82990 -3.87220 2.08069
Cl -0.31067 -0.39737 -0.10196
O -1.36119 2.69223 -0.33934
H -1.50529 -2.83988 2.72340
O -0.83404 -2.49755 3.31372
H 1.18048 -3.66741 -1.06948
O 1.75401 1.28774 1.78642
O 3.12175 -1.34918 -0.57598
O -0.33262 3.76917 2.07641
H 3.04735 2.93036 -0.69643
H 3.17881 2.04308 2.38362
H -1.42865 -3.28913 -1.90266
H -3.46021 0.74997 2.20227
H -1.90597 2.83876 -1.11263
O 3.08641 -3.08871 1.59430
H 2.96108 -2.36989 2.21383
O 4.02518 2.27661 2.76489
H 1.10597 -0.98964 -3.02958
H 0.09707 -2.11583 -2.95409
O 3.53231 2.20766 -1.09486
O -1.44297 -0.05195 -4.62717
H -1.12399 1.76600 -0.38490
H -0.71559 4.16218 -1.58652
H 1.24296 2.03593 1.47773
H -2.72996 -3.97870 0.58700
O -1.66749 -2.50770 -2.40121
H -4.23902 0.29910 3.41968
H -2.81567 -0.87257 0.43413
H -1.35591 -0.90933 -4.21058
H 1.36037 0.53196 1.35044
H 0.72492 4.62591 -1.54429
H -0.88392 3.44586 1.36382
*
```

Results of the Löwdin charge analysis, in e, for atoms 1 through 4: number 1, H, carries 0.027; number 2, O, carries -0.061; number 3, O, carries -0.068; number 4, H, carries 0.067

=====

Record 3
Molecular formula: ClH3NOPS
Method: DFT, ωB97M-V/def2-TZVPD

Calculated values
* energy above the lowest of the compared OMol25 structures with the same formula, charge and spin: 4.1814 eV
* highest occupied orbital energy (spin up / spin down): -0.3550 / -0.3565 Ha
* M: 131.52 g/mol
* LUMO level (spin up / spin down): -2.659 / -2.678 eV

The geometry in ORCA input format:
```
! RIJCOSX wB97M-V def2-TZVPD def2/J DEFGRID3
* xyz 0 1
O 0.24295 -0.32165 1.60442
H -0.48347 1.26942 -0.35875
S 2.84331 1.59528 -0.77557
H -0.77778 -0.10794 1.59992
P 0.55498 -0.52957 0.00747
H -1.24203 0.13517 -1.35611
Cl -0.29040 -2.34534 -0.21641
N -0.84756 0.30464 -0.50496
*
```

Results of the Löwdin charge analysis, in e, for atoms 1 through 4: number 1, O, carries -0.409; number 2, H, carries 0.038; number 3, S, carries -0.020; number 4, H, carries 0.099

=====

Record 4
Molecular formula: ClH3O3SSi
Method: DFT, ωB97M-V/def2-TZVPD

Calculated values
* energy above the lowest of the compared OMol25 structures with the same formula, charge and spin: 6.1532 eV
* highest occupied orbital energy: -0.3727 Ha
* M: 146.63 g/mol
* LUMO level: -1.520 eV

The geometry in ORCA input format:
```
! RIJCOSX wB97M-V def2-TZVPD def2/J DEFGRID3
* xyz 0 1
H -0.67039 -2.15701 2.50406
H 0.82743 0.75946 -3.72819
O -1.79855 -0.71084 0.45657
S 0.57900 0.42459 -0.79899
H -1.21621 0.20508 2.71565
O 1.60710 -0.60894 -0.65189
O 0.43029 0.97760 -2.37517
Cl 1.63672 2.05442 -0.04987
Si -1.39539 -0.94435 1.92783
*
```

Results of the Löwdin charge analysis, in e, for atoms 1 through 4: number 1, H, carries -0.055; number 2, H, carries 0.356; number 3, O, carries -0.499; number 4, S, carries 0.543